# 1
43
Properties=species:S:1:pos:R:3 method="wB97M-V/def2-TZVPD" charge=+2 max_force_ev_per_a=1.37 orbital_gap_ev="5.73 / 5.73"
Pt 0.037 0.040 0.320
N 2.726 3.257 -2.017
C 1.655 2.188 -2.155
C 1.455 1.837 -3.627
P 2.360 0.754 -1.227
O 1.406 -0.502 -1.636
O 3.788 0.679 -1.526
O 1.900 0.849 0.253
P 0.167 2.859 -1.279
O -0.616 3.565 -2.465
O 0.668 3.776 -0.237
O -0.654 1.626 -0.876
H 2.687 3.920 -2.793
H 3.658 2.818 -1.991
H 2.543 3.774 -1.139
H 2.357 1.400 -4.060
H 1.180 2.726 -4.195
H 0.636 1.128 -3.729
H 1.711 -1.136 -2.301
H -1.054 4.393 -2.226
N -1.222 0.618 1.728
C -2.120 -0.371 1.240
C -3.287 0.044 0.570
C -4.250 -0.886 0.292
C -4.074 -2.240 0.680
C -2.931 -2.661 1.306
C -1.879 -1.758 1.561
C -0.585 -2.184 2.018
C -0.385 -3.331 2.819
C 0.895 -3.710 3.128
C 1.991 -2.987 2.621
C 1.815 -1.868 1.811
C 0.533 -1.463 1.510
H -1.517 1.581 1.552
H -0.864 0.510 2.677
H -3.419 1.091 0.329
H -5.167 -0.593 -0.200
H -4.855 -2.953 0.448
H -2.791 -3.708 1.536
H -1.228 -3.886 3.210
H 1.065 -4.569 3.763
H 2.995 -3.308 2.869
H 2.669 -1.319 1.437

=====

# 2
39
Properties=species:S:1:pos:R:3 method="wB97M-V/def2-TZVPD" charge=0 smiles=COCCNCCOC.CCO.CO max_force_ev_per_a=1.01 orbital_gap_ev=9.95
C 3.377 0.950 1.066
O 2.330 1.227 0.181
C 2.782 1.548 -1.131
C 1.595 1.973 -1.968
N 0.722 0.834 -2.233
C -0.400 1.223 -3.098
C -1.427 0.111 -3.104
O -2.005 0.104 -1.789
C -3.229 -0.568 -1.685
H 4.171 1.708 1.039
H 3.824 -0.025 0.825
H 3.018 0.921 2.093
H 3.172 0.630 -1.589
H 3.534 2.338 -1.044
H 2.016 2.326 -2.914
H 1.033 2.800 -1.517
H 0.255 0.546 -1.375
H -0.060 1.441 -4.115
H -0.931 2.132 -2.773
H -0.946 -0.863 -3.227
H -2.232 0.317 -3.816
H -4.003 -0.135 -2.342
H -3.590 -0.415 -0.671
H -3.133 -1.620 -1.979
C -1.950 -2.001 1.631
C -2.356 -0.816 2.482
O -1.862 -1.055 3.828
H -2.315 -2.893 2.142
H -0.880 -1.996 1.450
H -2.459 -1.999 0.666
H -3.437 -0.684 2.527
H -1.878 0.101 2.128
H -1.614 -0.205 4.203
C 1.743 -1.316 2.469
O 1.053 -1.653 3.641
H 2.646 -0.714 2.658
H 2.119 -2.219 1.978
H 1.184 -0.697 1.761
H 0.135 -1.356 3.601

=====

# 3
5
Properties=species:S:1:pos:R:3 method="wB97M-V/def2-TZVPD" spin_multiplicity=2 charge=+2 max_force_ev_per_a=1.21 orbital_gap_ev="8.99 / 9.11"
O -2.982 1.354 -0.004
C -2.097 0.662 0.008
O 1.684 -0.777 0.201
Mg 3.545 -0.607 -0.168
Li -0.150 -0.631 -0.037